No. 1
Entry from the Open Molecules 2025 dataset: C46H49N2P2PtSSi as an isolated structure in a non-equilibrium geometry (ωB97M-V/def2-TZVPD).

Element x y z (Å)
Pt -0.01607 0.60538 -0.09968
C 1.88625 0.62880 3.29561
Si 1.60774 0.05275 1.46899
C 1.35442 -1.83264 1.73334
C 2.23275 -2.59170 2.49730
C 2.00409 -3.93269 2.75401
C 0.86698 -4.54875 2.23920
C -0.01217 -3.82053 1.47050
C 0.21182 -2.46499 1.22238
P -0.88862 -1.59319 0.07064
C -2.54148 -1.81055 0.80950
C -2.77001 -2.28572 2.09868
C -4.04840 -2.30577 2.62007
C -5.12569 -1.84023 1.87110
C -4.90398 -1.34905 0.59178
C -3.62873 -1.32596 0.07063
C -0.95006 -2.92256 -1.20762
C -2.12102 -3.51655 -1.68494
C -2.07059 -4.58560 -2.55832
C -0.85158 -5.09375 -2.98802
C 0.32080 -4.53044 -2.50250
C 0.27024 -3.47802 -1.61592
C 3.20612 0.46357 0.49930
C 4.28464 1.08946 1.10498
C 5.37979 1.52274 0.37763
C 5.40005 1.34349 -0.99908
C 4.33834 0.72362 -1.62715
C 3.23460 0.28415 -0.89987
P 1.85911 -0.63082 -1.67823
C 2.84763 -1.46086 -2.99515
C 2.72082 -1.20837 -4.35774
C 3.51530 -1.87616 -5.27231
C 4.42627 -2.82803 -4.84505
C 4.51916 -3.12712 -3.49167
C 3.73735 -2.44909 -2.57929
C 0.93526 0.52647 -2.76431
C 1.46160 1.68858 -3.33826
C 0.66291 2.49954 -4.12210
C -0.65639 2.16219 -4.37335
C -1.18167 0.99064 -3.83794
C -0.39831 0.19055 -3.02805
H 2.84067 0.27838 3.66682
H 1.11172 0.21772 3.92996
H 1.86246 1.70638 3.38317
H 3.12201 -2.11725 2.88964
H 2.70915 -4.50329 3.34526
H 0.68194 -5.59799 2.42963
H -0.88790 -4.29881 1.04715
H -1.93716 -2.61858 2.70417
H -4.21679 -2.67806 3.62387
H -6.12540 -1.84973 2.28898
H -5.73640 -0.96966 0.00998
H -3.44792 -0.90615 -0.91316
H -3.08587 -3.16008 -1.35385
H -2.99280 -5.03676 -2.90347
H -0.81667 -5.93078 -3.67039
H 1.28165 -4.92344 -2.80529
H 1.18908 -3.08374 -1.21073
H 4.26643 1.25913 2.17060
H 6.21089 2.00145 0.87808
H 6.24446 1.68925 -1.57973
H 4.36870 0.57153 -2.69797
H 2.01246 -0.46616 -4.70051
H 3.42626 -1.64408 -6.32725
H 5.05745 -3.33794 -5.56175
H 5.20894 -3.88955 -3.15535
H 3.81845 -2.65729 -1.51895
H 2.49571 1.95290 -3.16966
H 1.06499 3.41482 -4.53562
H -1.27396 2.80112 -4.99202
H -2.20693 0.71719 -4.05284
H -0.78691 -0.75212 -2.65807
C -0.42605 3.69244 1.56774
C 0.66593 3.71145 0.50128
C 2.04045 3.97225 1.15184
C 0.40956 4.88002 -0.47010
C 0.69231 2.44794 -0.30527
H -0.42785 4.61270 2.15282
H -0.27573 2.84740 2.23296
H -1.39647 3.57155 1.09321
H 2.04303 4.95083 1.63019
H 2.82735 3.95350 0.40006
H 2.27349 3.21665 1.89378
H 0.33681 5.81620 0.08403
H -0.51849 4.72553 -1.01845
H 1.22315 4.96556 -1.18870
H 1.46740 2.55051 -1.07636
S -2.29873 0.91031 1.95130
C -3.36455 1.93609 2.69278
N -4.48210 2.42960 2.06195
C -5.67253 2.71349 2.83874
C -5.27407 3.47602 4.09839
C -4.23474 2.65888 4.85858
N -3.12697 2.38454 3.96951
H -4.64666 1.97509 1.17498
H -6.20018 1.78908 3.12578
H -6.35247 3.31170 2.22393
H -6.14996 3.65655 4.72450
H -4.82839 4.42926 3.81552
H -4.69401 1.72807 5.22821
H -3.85702 3.21918 5.71958
H -2.33045 1.91640 4.37746

Output
LUMO (spin up / spin down) = 2.32 / 2.32 eV
Total charge = -1
DFT total energy = -92016.2607 eV
Kohn-Sham gap (spin up / spin down) = 4.27 / 4.27 eV

No. 2
Entry from the Open Molecules 2025 dataset: C46H50FLaN8O7S2Si as an isolated structure in a non-equilibrium geometry (ωB97M-V/def2-TZVPD).

Element x y z (Å)
La 0.31664 1.69202 1.60190
C 3.23409 3.37771 5.19954
C 2.33509 3.42269 4.08756
N 1.70021 2.42203 3.55086
N 1.75093 1.19262 4.18941
C 0.54169 0.83649 4.75014
N 0.55600 -0.24754 5.49537
S -0.98879 1.66464 4.48830
C 1.65703 5.06217 2.35036
C 1.69203 6.51405 2.28771
C 1.11259 7.10907 1.22896
C 0.81445 6.35706 0.08007
C 0.83630 4.99797 0.19279
N 1.18972 4.30946 1.33636
H 3.77664 4.34602 5.21396
H 3.94833 2.54597 4.97842
H 2.74305 3.15448 6.20293
H 1.34288 -0.91838 5.45844
H -0.22579 -0.34283 6.13212
H 2.22994 7.04928 3.07896
H 0.95912 8.17690 1.19542
H 0.41979 6.82247 -0.89052
H 0.47202 4.35629 -0.61195
C -7.35017 -1.63963 1.69662
C -6.56597 -1.08495 0.53921
N -5.15232 -0.88701 0.86845
C -4.63201 0.41009 0.89805
C -3.31012 0.72422 0.80740
C -2.93657 2.18008 0.85013
O -3.76446 3.08054 0.90213
O -1.65348 2.45207 0.89179
C -2.32161 -0.34665 0.95426
O -1.04317 -0.26287 1.03354
C -2.85999 -1.68868 0.98662
C -1.95812 -2.80221 1.20014
C -2.51100 -4.07998 1.28306
F -1.62608 -5.18655 1.34035
C -3.92101 -4.40088 1.17096
C -4.76189 -3.27850 1.02140
C -4.26403 -1.94173 0.91289
N -4.41838 -5.72110 1.13156
C -3.77931 -6.79419 1.86984
C -4.72260 -7.86748 2.38140
N -5.48767 -8.37657 1.19264
C -6.27782 -7.28009 0.55994
C -5.35536 -6.09998 0.08754
H -8.30853 -2.00809 1.27907
H -7.48034 -0.77980 2.42862
H -6.80545 -2.46825 2.16089
H -7.02540 -0.09496 0.24068
H -6.56733 -1.81119 -0.34516
H -5.39366 1.16488 1.11326
H -0.90524 -2.62213 1.26833
H -5.81690 -3.47587 0.98771
H -3.22723 -6.43805 2.76705
H -3.01792 -7.28515 1.26408
H -5.48360 -7.48275 3.02512
H -4.17249 -8.59658 2.97232
H -6.17821 -9.11783 1.52726
H -4.86949 -8.83760 0.45157
H -6.95045 -6.86485 1.32951
H -6.86223 -7.70132 -0.28621
H -6.02578 -5.24544 -0.10420
H -4.86156 -6.29388 -0.88599
C 0.43223 -4.87283 -4.52386
C 1.43567 -4.24050 -5.26761
C 1.53668 -2.85495 -5.29573
C 0.75157 -2.09006 -4.44188
C -0.39304 -2.63613 -3.93564
C -0.50391 -4.03958 -3.93002
Si 1.42639 -0.48575 -3.76721
C 0.27401 0.89274 -4.18430
C 0.78981 2.16683 -4.46404
C -0.03098 3.25759 -4.60328
C -1.43274 3.10681 -4.59718
C -1.96004 1.85453 -4.28334
C -1.11718 0.75946 -4.07958
H 0.33179 -5.96510 -4.58116
H 2.15793 -4.80897 -5.88174
H 2.30890 -2.40946 -5.96033
H -1.23299 -2.09190 -3.49647
H -1.31567 -4.49612 -3.33357
H 2.78280 -0.18092 -4.29290
H 1.84597 2.28554 -4.53022
H 0.37428 4.27903 -4.68785
H -2.14044 3.88461 -4.81354
H -3.05038 1.65772 -4.34387
H -1.55043 -0.22605 -4.00820
C 9.01378 5.63028 -1.73227
C 7.96994 4.91187 -0.95589
C 8.33558 4.19505 0.24353
C 7.40332 3.61567 1.11876
C 6.07954 3.58266 0.64197
C 5.67639 4.19009 -0.49926
C 6.66653 4.71907 -1.33447
S 5.00654 2.41981 1.46774
O 2.35005 4.65176 3.46646
O 3.59055 2.79241 1.27349
N 5.29326 1.14380 0.32831
C 4.22616 0.18083 -0.19546
C 3.32735 0.82665 -1.25561
C 1.84569 0.46992 -1.21487
O 1.44406 -0.50487 -2.10141
O 1.03494 1.13272 -0.56872
H 9.06932 6.69290 -1.35510
H 8.74830 5.53347 -2.78252
H 9.97808 5.18083 -1.68055
H 9.34917 4.14936 0.61178
H 7.64333 3.12561 2.05521
H 4.57182 4.20506 -0.66315
H 6.41865 4.87590 -2.40600
H 6.06205 0.60546 0.73901
H 3.59909 -0.10094 0.65880
H 4.78911 -0.68894 -0.55685
H 3.69325 0.73483 -2.29309
H 3.30491 1.93248 -1.07728

Output
LUMO (spin up / spin down) = -0.48 / -0.47 eV
DFT total energy = -107888.4619 eV
Energy above the lowest of the compared OMol25 structures with the same formula, charge and spin = 202.1 kJ/mol
Kohn-Sham gap (spin up / spin down) = 3.20 / 2.36 eV

No. 3
Entry from the Open Molecules 2025 dataset: a 8-piece molecular cluster, C46H50N9O3S overall in a non-equilibrium geometry (ωB97M-V/def2-TZVPD).

Element x y z (Å)
C 6.64287 0.96983 -0.26684
C 5.27811 1.28307 -0.82270
N 4.70652 0.40300 -1.52954
C 4.71872 2.65885 -0.51386
C 3.22212 2.71216 -0.42607
C 2.50044 3.38094 -1.41166
C 1.11470 3.46935 -1.35003
C 0.44583 2.89521 -0.28377
C 1.14044 2.21396 0.71581
C 2.52271 2.12644 0.62111
N 0.42087 1.64518 1.79247
C -0.68269 0.82807 1.38974
C -0.83741 -0.45322 1.90378
C -1.92423 -1.19826 1.48036
C -2.84849 -0.70727 0.56935
C -3.99867 -1.59855 0.12604
O -5.09960 -1.43554 0.67796
O -3.68354 -2.42017 -0.75861
C -2.69503 0.57067 0.04029
C -3.64919 1.12436 -0.97874
C -2.95829 1.34636 -2.31216
O -2.32722 0.50585 -2.87028
C -1.60555 1.32564 0.47782
S -1.31532 2.97789 -0.12185
H 7.07051 1.87758 0.15707
H 7.30651 0.65294 -1.06230
H 6.58941 0.24625 0.54019
H 3.79124 0.74451 -1.83604
H 5.13440 2.97796 0.44190
H 5.08028 3.36219 -1.26116
H 2.99825 3.85409 -2.24531
H 0.53170 3.98142 -2.09846
H 3.08345 1.60790 1.38893
H 1.07872 1.10997 2.34418
H -0.14369 -0.89042 2.60736
H -2.04954 -2.20441 1.85210
H -4.46907 0.42083 -1.11233
H -4.09171 2.06860 -0.66524
H -3.06399 2.35331 -2.74992
N 8.34397 -2.13494 1.64658
C 9.49493 -2.85918 1.50527
C 10.34867 -2.49315 2.51128
C 9.68383 -1.50959 3.29299
C 8.44959 -1.31214 2.73454
H 7.54399 -2.19693 1.04335
H 9.60712 -3.56979 0.70467
H 11.33858 -2.88657 2.67057
H 10.06758 -1.00662 4.16465
H 7.64038 -0.66048 3.01658
N -3.23630 -3.87938 -5.93395
C -2.73559 -3.17601 -4.86913
C -3.63513 -3.22636 -3.84971
C -4.74824 -3.98269 -4.30974
C -4.47652 -4.36678 -5.60091
H -2.77260 -4.01752 -6.81082
H -1.76671 -2.70739 -4.91268
H -3.48864 -2.77687 -2.87890
H -5.63991 -4.22029 -3.75367
H -5.04789 -4.95195 -6.30196
N -0.25226 6.81466 -1.63541
C -0.28403 7.85217 -0.74690
C 0.40233 8.90026 -1.30045
C 0.86475 8.47601 -2.57602
C 0.44315 7.18490 -2.75260
H -0.67428 5.91561 -1.48754
H -0.78890 7.75567 0.19876
H 0.55644 9.86308 -0.84289
H 1.43988 9.05219 -3.28136
H 0.57788 6.50180 -3.57396
N -0.50633 -3.47312 -1.44847
C 0.05373 -4.67997 -1.14227
C 1.34170 -4.68113 -1.61783
C 1.56406 -3.42035 -2.23865
C 0.40455 -2.70162 -2.10860
H -1.45115 -3.18868 -1.22992
H -0.50766 -5.43326 -0.61576
H 2.04279 -5.49519 -1.53367
H 2.46603 -3.08254 -2.72153
H 0.14150 -1.70771 -2.43028
N -3.11834 -5.41972 1.50527
C -3.72129 -6.33868 2.31481
C -2.82246 -6.70108 3.28563
C -1.63008 -5.96207 3.05354
C -1.84791 -5.18587 1.94561
H -3.54416 -4.97372 0.70860
H -4.73487 -6.65294 2.13519
H -3.00229 -7.40957 4.07719
H -0.72233 -5.99428 3.63278
H -1.21207 -4.48209 1.43469
N 1.58558 2.81682 4.51849
C 2.77326 2.14405 4.44121
C 3.57575 2.57784 5.46399
C 2.84017 3.55105 6.19007
C 1.61729 3.67133 5.58301
H 0.80698 2.69983 3.88744
H 2.95117 1.41356 3.67201
H 4.57611 2.23469 5.66914
H 3.16932 4.09717 7.05820
H 0.76949 4.29152 5.81781
N -9.78852 0.57729 -0.30617
C -9.72956 0.16715 -1.61122
C -8.51698 -0.44332 -1.80175
C -7.81262 -0.40497 -0.56498
C -8.62352 0.23060 0.33481
H -10.56065 1.05666 0.11496
H -10.55075 0.34313 -2.28588
H -8.16894 -0.87447 -2.72615
H -6.82402 -0.79827 -0.35665
H -8.47361 0.46377 1.37511

Output
LUMO = 1.89 eV
Total charge = -1
DFT total energy = -78903.0612 eV
Kohn-Sham gap = 7.47 eV

No. 4
Entry from the Open Molecules 2025 dataset: C46H52Cl3HgN5O4PS3Si as an isolated structure in a non-equilibrium geometry (ωB97M-V/def2-TZVPD).

Element x y z (Å)
Hg -0.04970 0.14066 0.44517
N -1.62290 -2.60084 -0.91383
C -0.86010 -3.76764 -1.30663
C 0.58280 -3.36574 -1.65363
N 1.20680 -2.67154 -0.55003
C 2.26720 -3.32164 0.16407
C 2.36210 -2.74944 1.58457
N 2.52170 -1.31034 1.56717
H -2.60750 -2.82824 -0.81373
H -1.52910 -1.86894 -1.61893
H -1.29240 -4.29204 -2.18153
H -0.84770 -4.46544 -0.46093
H 0.54330 -2.71184 -2.53053
H 1.14560 -4.27484 -1.92003
H 1.46930 -1.72804 -0.80633
H 3.25800 -3.22594 -0.33123
H 2.04850 -4.39264 0.24267
H 3.17880 -3.25894 2.13157
H 1.42650 -2.95554 2.10587
H 3.43870 -1.03374 1.24027
H 2.37580 -0.92994 2.49417
Cl -3.55120 2.85866 -6.89683
C -1.92800 2.46906 -6.46473
C -1.51380 2.53786 -5.14043
C -0.20300 2.23226 -4.84123
C 0.71470 1.84466 -5.82253
C 2.15670 1.52046 -5.51473
C 2.72930 2.31336 -4.28993
N 2.83590 1.55506 -3.07863
C 3.74940 0.56466 -2.84373
C 3.52790 0.14086 -1.56903
N 2.51160 0.85876 -1.01433
C 2.10910 1.68626 -1.94883
O 2.44360 0.13886 -5.40713
C 1.46530 -0.71424 -4.80553
C 0.81900 -1.57054 -5.85303
C -0.50080 -1.52744 -6.23123
Cl -1.76390 -0.63504 -5.48903
S -0.84930 -2.63914 -7.53093
C 0.80700 -3.16234 -7.54723
C 1.55110 -2.50764 -6.61233
C 0.24040 1.76136 -7.13783
Cl 1.29250 1.25456 -8.41773
C -1.05750 2.07926 -7.47483
H -2.18610 2.77516 -4.32753
H 0.08310 2.28106 -3.80323
H 2.75780 1.83716 -6.38323
H 2.10880 3.18996 -4.09773
H 3.74080 2.64706 -4.55573
H 4.45560 0.26016 -3.58833
H 4.04080 -0.62634 -1.02103
H 1.31460 2.40566 -1.83893
H 0.71910 -0.16104 -4.23093
H 2.01870 -1.35554 -4.10943
H 1.10750 -3.92464 -8.23753
H 2.60090 -2.68004 -6.45183
H -1.39560 2.02216 -8.49783
C -3.90520 1.87576 4.88337
C -3.32170 0.78976 5.51457
C -2.52890 -0.08914 4.79997
C -2.29960 0.09236 3.43937
C -2.87910 1.19676 2.82487
C -3.67480 2.07956 3.53447
Si -1.16280 -1.11534 2.45107
C -2.22340 -2.67854 2.20077
C -1.64140 -3.93594 2.03327
C -2.41180 -5.06344 1.83377
C -3.79450 -4.96544 1.76217
C -4.39110 -3.71804 1.88067
C -3.61310 -2.59914 2.10487
C 0.03230 -1.58954 3.87377
C -0.02400 -2.80564 4.55947
C 0.83060 -3.09804 5.60327
C 1.79410 -2.17884 5.99947
C 1.85580 -0.95524 5.34787
C 0.99090 -0.66684 4.31047
H -4.53500 2.55726 5.44237
H -3.47210 0.63516 6.57547
H -2.07370 -0.93074 5.30437
H -2.69770 1.37136 1.77557
H -4.10580 2.93376 3.02807
H -0.56550 -4.01604 2.04257
H -1.93930 -6.03174 1.72257
H -4.39900 -5.85234 1.61077
H -5.46920 -3.62564 1.80707
H -4.08560 -1.63364 2.20737
H -0.77160 -3.53344 4.27897
H 0.75470 -4.04964 6.11597
H 2.47840 -2.40904 6.80687
H 2.59360 -0.22474 5.65377
H 1.03280 0.29726 3.81797
O -2.71600 2.14506 -2.30463
S -1.48730 2.01046 -1.53613
O -0.53200 3.08806 -1.83153
O -1.75260 1.89396 -0.09343
S -0.60170 0.29326 -2.14693
C 0.25620 4.03516 0.90867
P 0.56790 2.68036 2.11727
C 2.42060 2.70746 2.07477
C 0.18550 3.65686 3.61297
C 0.99670 3.80276 4.74177
C 0.59540 4.59626 5.79757
C -0.63620 5.23906 5.76917
C -1.48900 5.03136 4.68667
C -1.09180 4.23596 3.63857
H -0.79000 3.99436 0.61597
H 0.83890 3.85106 0.00867
H 0.49480 5.01386 1.33477
H 2.81050 3.72556 2.11467
H 2.69980 2.21876 1.13857
H 2.82620 2.12506 2.89987
H 1.96050 3.31586 4.78247
H 1.24940 4.72246 6.65397
H -0.93620 5.87706 6.58937
H -2.46440 5.50216 4.66697
H -1.75010 4.05716 2.79987

Output
Spin multiplicity = 2
LUMO (spin up / spin down) = 3.51 / 3.51 eV
Expectation value of S² = 0.7600
Total charge = -2
DFT total energy = -155602.4573 eV
Energy above the lowest of the compared OMol25 structures with the same formula, charge and spin = 17.7 kJ/mol
Kohn-Sham gap (spin up / spin down) = 2.18 / 5.52 eV